1.
15
Properties=species:S:1:pos:R:3 method="wB97M-V/def2-TZVPD" lumo_ev=1.9 fmax_ev_per_a=9.0 charge=-1 homo_energy_ev=-7.7
Cs 35.25782 4.88610 -11.16837
N 32.80505 3.28457 -11.54520
S 31.49273 3.13078 -10.82533
O 31.27267 1.79564 -10.37584
O 30.41507 4.08912 -11.00948
F 32.01783 3.79789 -9.46952
S 32.22818 2.65411 -12.98494
O 31.28343 3.49126 -13.72984
O 32.12457 1.19540 -13.06624
F 33.58796 2.99951 -13.74354
B 37.34230 7.43304 -11.86353
F 38.62077 7.37283 -11.54018
F 36.61807 7.07947 -10.71762
F 37.13214 8.73676 -12.24247
F 37.10810 6.75396 -12.95408



2.
67
Properties=species:S:1:pos:R:3 method="wB97M-V/def2-TZVPD" lumo_ev="-8.9 / -8.8" fmax_ev_per_a=1.7 charge=+2 spin_multiplicity=2 homo_energy_ev="-11.3 / -11.2"
Re -0.14720 0.34121 0.89364
C 0.82287 2.39064 0.54267
C 1.85342 1.44888 0.84520
C 1.58462 0.90160 2.13798
C 0.37054 1.53893 2.64072
C -0.07735 2.47074 1.64047
C -1.20253 3.44884 1.78386
C -0.18660 1.36395 4.01832
C 2.49203 0.00265 2.91482
C 3.06830 1.16394 0.02205
C 0.72584 3.19601 -0.71440
H -1.65540 3.69693 0.82480
H -0.83169 4.38032 2.21623
H -1.98608 3.08265 2.44803
H -0.20406 0.31522 4.31032
H -1.19499 1.77036 4.10380
H 0.43182 1.90110 4.74000
H 1.94022 -0.59659 3.63445
H 3.22072 0.60319 3.46302
H 3.04739 -0.66891 2.25934
H 3.35532 0.11403 0.07774
H 3.90752 1.75459 0.39808
H 2.91883 1.43778 -1.01947
H -0.30658 3.45470 -0.95399
H 1.17195 2.67990 -1.56576
H 1.26800 4.13612 -0.59594
N -1.99577 -2.86109 -0.66325
C -3.20342 -2.02500 -1.04221
C -3.89179 -1.41864 0.18221
C -3.44601 -0.02644 0.63920
N -2.23437 -0.05522 1.51397
C -3.23364 0.92572 -0.53128
C -2.33854 0.35618 -1.62455
N -0.89891 0.30714 -1.20302
C -2.85234 -0.99688 -2.11602
H -2.25996 -3.56315 0.03041
H -1.17990 -2.32923 -0.27514
H -1.65008 -3.36845 -1.48093
H -3.88640 -2.75232 -1.48015
H -3.87838 -2.12059 1.02297
H -4.94549 -1.32515 -0.08721
H -4.26696 0.36125 1.24496
H -2.19272 -0.92086 2.05314
H -2.36555 0.66099 2.22775
H -2.82905 1.87201 -0.16663
H -4.20597 1.15315 -0.97392
H -2.39528 1.02658 -2.48383
H -0.45427 1.13553 -1.59670
H -0.42807 -0.46457 -1.68901
H -2.16115 -1.42506 -2.84702
H -3.77629 -0.79968 -2.66335
O -0.18213 -1.59553 2.66781
C 0.21121 -2.24539 1.70752
O 0.10583 -1.75013 0.50819
H 0.59582 -3.26852 1.78905
F 5.76116 -1.72003 -3.81253
C 4.67934 -1.62591 -3.03143
C 3.91028 -0.35344 -3.06352
F 4.49062 0.81240 -3.02963
C 2.58204 -0.57180 -3.00736
F 1.64934 0.37963 -2.90915
C 2.26345 -1.97172 -2.96232
Se 0.66671 -2.69514 -2.87463
C 3.56586 -2.70637 -2.95671
F 3.62219 -3.85517 -3.64516
C 4.48376 -2.45411 -1.83204
F 4.17793 -2.05375 -0.60449



3.
39
Properties=species:S:1:pos:R:3 method="wB97M-V/def2-TZVPD" lumo_ev=0.1 fmax_ev_per_a=2.6 homo_energy_ev=-9.5 smiles="C=N/C=C/C.O.O.O.O.O.O.O.O.O"
C -0.77724 -1.49706 -1.06325
N 0.32080 -1.16531 -0.52824
C 1.10800 -0.07116 -0.80713
C 2.43454 -0.03039 -0.66383
C 3.18798 1.23950 -0.98700
H -1.14358 -0.92956 -1.91106
H -1.25812 -2.37737 -0.65258
H 0.71166 0.76508 -1.38219
H 2.92896 -0.80837 -0.08331
H 3.03604 1.96711 -0.18951
H 2.80300 1.61940 -1.94158
H 4.22942 1.01719 -1.18942
O 0.87774 -4.12325 -1.24133
H 1.06939 -3.61710 -2.02829
H 1.32202 -3.64082 -0.54869
O -0.80845 1.66204 2.22806
H -0.20623 0.93288 2.39765
H -0.32667 2.40630 1.82799
O -0.53424 0.34827 -3.70682
H -1.25405 0.54273 -3.12669
H 0.14915 0.98303 -3.79957
O 0.07444 2.97652 0.09255
H 0.66549 3.66697 -0.21403
H -0.19651 2.42756 -0.64891
O 1.26020 -2.91068 1.66833
H 0.96930 -2.56724 0.80224
H 2.20621 -2.78011 1.74497
O -2.93565 1.31813 0.37496
H -2.20193 1.54799 0.97216
H -3.59943 0.90652 0.93356
O -1.05928 -2.68508 2.69798
H -0.14483 -2.32188 2.69581
H -1.23039 -2.94437 1.79094
O -1.66439 -0.15676 4.04099
H -1.64679 -0.82304 3.34319
H -1.84844 0.72389 3.72152
O -1.88861 2.61496 -1.75630
H -2.53204 2.23013 -1.13076
H -2.09748 3.55335 -1.73239



4.
53
Properties=species:S:1:pos:R:3 method="wB97M-V/def2-TZVPD" lumo_ev="4.6 / 4.6" fmax_ev_per_a=0.2 charge=-2 spin_multiplicity=3 homo_energy_ev="0.7 / -1.9"
Pd 0.21139 -1.01934 -2.00396
O 1.80131 0.30579 -0.98239
S 2.87068 0.91842 -1.83323
O 1.99575 2.28090 -2.50358
O 3.12622 0.15285 -3.04589
C 1.49337 3.11865 -1.55483
C 2.38958 3.90404 -0.81675
C 1.94368 4.77779 0.15795
C 0.58083 4.89077 0.40778
C -0.30743 4.12007 -0.32200
C 0.12337 3.22493 -1.29976
S -1.21624 2.32315 -2.12228
O -1.95077 1.76331 -0.99072
O -1.93129 3.38209 -2.82161
O -0.62129 1.32535 -2.99024
H 3.44496 3.80262 -1.03693
H 2.65739 5.37118 0.71969
H 0.21397 5.57091 1.16827
H -1.37177 4.18016 -0.13360
O -2.65074 -1.31514 0.34402
S -1.25289 -0.81863 0.24094
C -1.04435 0.37973 1.58528
C -0.03263 1.32228 1.50754
C 0.09375 2.25658 2.52678
C -0.79345 2.25001 3.59495
C -1.81754 1.31116 3.64610
C -1.94871 0.37209 2.63286
C -0.25650 -2.09993 1.04106
C 1.10874 -1.92192 1.23645
C 1.84840 -2.95408 1.78892
C 1.23446 -4.15621 2.12900
C -0.12425 -4.32440 1.91196
C -0.87726 -3.29220 1.36252
H 0.63125 1.33376 0.65102
H 0.87010 3.00911 2.45936
H -0.69961 2.99129 4.38058
H -2.52173 1.31934 4.47036
H -2.75362 -0.35303 2.62388
H 1.58579 -1.00118 0.91946
H 2.91418 -2.82774 1.93662
H 1.82218 -4.96541 2.54692
H -0.60089 -5.26684 2.15575
H -1.93534 -3.39364 1.15818
C 0.74155 -4.06420 -2.27633
O -0.56837 -3.84606 -2.72733
C -0.96277 -2.49228 -2.68330
C -2.39847 -2.38670 -3.09133
H 0.85562 -3.78321 -1.22060
H 1.46744 -3.48097 -2.85782
H 0.95310 -5.13165 -2.39076
H -2.74491 -3.33090 -3.52953
H -2.54334 -1.58933 -3.82792
H -3.05291 -2.14338 -2.24150



5.
12
Properties=species:S:1:pos:R:3 method="wB97M-V/def2-TZVPD" lumo_ev=0.9 fmax_ev_per_a=2.2 homo_energy_ev=-9.7 smiles="C=C.CO"
C 0.19590 -1.77987 -0.85938
C 0.10065 -1.83603 0.46929
H 0.11975 -0.81508 -1.36990
H 0.12827 -2.69074 -1.43537
H -0.34892 -1.02936 1.02370
H 0.04888 -2.85618 0.89161
C -0.26510 1.91844 -0.10630
O 0.59030 1.22636 0.85814
H 0.29485 2.15572 -1.02376
H -0.93508 1.09805 -0.35850
H -0.76819 2.76462 0.35718
H 0.83870 1.84407 1.55328



6.
12
Properties=species:S:1:pos:R:3 method="wB97M-V/def2-TZVPD" lumo_ev=0.4 fmax_ev_per_a=5.1 homo_energy_ev=-8.8
C -0.46451 -1.37658 -1.93400
C 0.77371 -0.06838 0.34967
C -1.39808 2.33307 1.55082
H -1.23805 -2.25087 -1.47377
H -0.96520 -0.10401 -1.66415
H -0.25813 -1.45131 -3.39851
H 1.39285 -0.15400 1.37963
H -2.07454 2.78314 0.58689
H -1.72491 2.65091 2.61595
N -0.28730 0.75552 0.44025
N -0.55855 1.34373 1.77800
S 1.08264 -1.34358 -0.83579